1.
{"formula": "C18H72O18", "method": "ωB97M-V/def2-TZVPD", "multiplicity": 1, "molar_mass_g_mol": 576.76, "de_lowest_kcal_mol": 153.6, "species": ["C", "O", "H", "H", "H", "H", "C", "O", "H", "H", "H", "H", "C", "O", "H", "H", "H", "H", "C", "O", "H", "H", "H", "H", "C", "O", "H", "H", "H", "H", "C", "O", "H", "H", "H", "H", "C", "O", "H", "H", "H", "H", "C", "O", "H", "H", "H", "H", "C", "O", "H", "H", "H", "H", "C", "O", "H", "H", "H", "H", "C", "O", "H", "H", "H", "H", "C", "O", "H", "H", "H", "H", "C", "O", "H", "H", "H", "H", "C", "O", "H", "H", "H", "H", "C", "O", "H", "H", "H", "H", "C", "O", "H", "H", "H", "H", "C", "O", "H", "H", "H", "H", "C", "O", "H", "H", "H", "H"], "coordinates": [[-2.909, 1.642, -1.592], [-1.606, 1.131, -1.691], [-3.614, 0.797, -1.434], [-2.999, 2.288, -0.761], [-3.182, 2.150, -2.565], [-1.160, 1.249, -0.828], [1.901, -2.881, 4.259], [0.499, -3.043, 4.316], [2.408, -3.888, 4.047], [2.167, -2.231, 3.452], [2.207, -2.533, 5.235], [0.172, -3.625, 3.662], [-2.342, -1.554, -3.272], [-1.174, -0.730, -3.433], [-2.164, -2.515, -2.740], [-3.124, -0.944, -2.821], [-2.678, -1.843, -4.223], [-1.348, 0.027, -2.831], [2.552, 2.903, 1.217], [2.600, 1.508, 0.812], [1.575, 3.379, 1.184], [2.898, 3.068, 2.307], [3.306, 3.471, 0.550], [2.024, 1.581, 0.002], [4.552, -0.522, -3.478], [3.604, -0.506, -2.445], [4.584, 0.352, -4.114], [5.503, -0.775, -3.137], [4.283, -1.258, -4.169], [4.020, -0.069, -1.682], [0.147, 3.657, -0.973], [0.950, 2.561, -1.137], [-0.619, 3.657, -1.779], [-0.418, 3.758, -0.069], [0.763, 4.590, -1.035], [1.010, 2.335, -2.073], [5.921, 0.976, 0.128], [4.740, 0.174, 0.042], [6.727, 0.346, -0.004], [5.929, 1.725, -0.700], [5.964, 1.521, 1.131], [3.894, 0.665, 0.370], [-2.201, -1.354, 6.083], [-1.615, -1.195, 4.808], [-3.154, -0.844, 6.028], [-2.413, -2.466, 6.221], [-1.547, -0.964, 6.856], [-0.738, -1.620, 4.807], [1.398, -2.964, -4.092], [2.116, -2.779, -2.872], [1.931, -2.578, -4.927], [1.242, -4.070, -4.192], [0.436, -2.506, -4.046], [2.427, -1.834, -2.747], [-2.121, 3.339, 2.145], [-0.906, 2.780, 2.527], [-2.838, 2.460, 2.060], [-2.421, 4.080, 2.916], [-2.087, 3.853, 1.177], [-0.757, 1.915, 2.142], [-5.534, 4.444, 0.632], [-5.376, 4.348, -0.815], [-5.173, 5.427, 0.936], [-6.637, 4.265, 0.986], [-4.957, 3.624, 1.039], [-6.197, 4.578, -1.315], [1.523, 1.896, 4.526], [0.920, 0.762, 5.209], [1.200, 1.885, 3.457], [1.242, 2.836, 5.029], [2.542, 1.767, 4.554], [-0.012, 0.750, 4.996], [-1.516, -3.768, 1.434], [-0.272, -4.301, 1.852], [-1.328, -2.927, 0.714], [-2.067, -4.557, 0.882], [-2.088, -3.392, 2.296], [0.337, -4.175, 1.110], [1.088, 1.062, -4.700], [1.738, 1.521, -3.570], [0.814, -0.002, -4.634], [0.144, 1.692, -4.795], [1.776, 1.144, -5.591], [2.304, 0.821, -3.178], [-1.023, -0.559, -6.956], [-1.859, 0.138, -6.008], [0.030, -0.434, -6.930], [-1.090, -1.647, -6.764], [-1.379, -0.373, -7.961], [-1.402, 0.015, -5.162], [-4.419, -2.048, 2.604], [-3.539, -0.952, 2.646], [-3.887, -2.942, 3.011], [-5.329, -1.905, 3.231], [-4.746, -2.281, 1.559], [-2.913, -1.181, 3.386], [2.644, -2.817, 0.504], [1.500, -3.295, -0.155], [2.537, -1.755, 0.752], [2.722, -3.281, 1.495], [3.567, -2.963, -0.022], [1.472, -3.146, -1.115], [0.101, -0.780, 1.377], [-1.136, 0.050, 1.179], [0.099, -1.479, 2.225], [0.298, -1.374, 0.500], [0.904, -0.073, 1.476], [-1.937, -0.466, 1.451]]}

2.
{"formula": "C18H9AlCl28F7O4S", "method": "ωB97M-V/def2-TZVPD", "multiplicity": 1, "charge": -1, "molar_mass_g_mol": 1473.98, "species": ["O", "C", "O", "C", "Al", "C", "C", "C", "C", "C", "C", "S", "O", "O", "C", "F", "F", "C", "F", "F", "C", "F", "F", "F", "H", "H", "H", "H", "H", "H", "H", "H", "H", "C", "Cl", "Cl", "Cl", "Cl", "C", "Cl", "Cl", "Cl", "Cl", "C", "Cl", "Cl", "Cl", "Cl", "C", "Cl", "Cl", "Cl", "Cl", "C", "Cl", "Cl", "Cl", "Cl", "C", "Cl", "Cl", "Cl", "Cl", "C", "Cl", "Cl", "Cl", "Cl"], "coordinates": [[0.135, -5.902, 0.716], [-0.316, -4.841, 0.381], [-0.689, -3.959, 1.375], [-0.590, -4.451, -1.034], [-0.466, -2.439, -1.362], [1.422, -1.787, -1.654], [1.934, -1.452, -2.914], [3.225, -0.958, -3.091], [4.060, -0.783, -1.994], [3.588, -1.144, -0.737], [2.298, -1.635, -0.573], [-1.802, -1.835, -3.211], [-2.430, -3.079, -3.643], [-1.068, -1.207, -4.301], [-3.285, -0.691, -2.853], [-4.345, -1.467, -2.604], [-3.542, 0.040, -3.949], [-3.142, 0.297, -1.667], [-4.206, 1.139, -1.752], [-3.270, -0.349, -0.502], [-1.867, 1.209, -1.676], [-2.253, 2.453, -1.307], [-0.962, 0.831, -0.795], [-1.323, 1.295, -2.873], [-0.164, -3.154, 1.304], [-1.640, -4.720, -1.169], [0.052, -5.009, -1.703], [-0.966, -1.728, -0.021], [1.325, -1.564, -3.802], [3.595, -0.684, -4.064], [5.052, -0.375, -2.125], [4.247, -1.013, 0.112], [2.010, -1.900, 0.447], [4.849, 2.360, -5.916], [6.300, 3.314, -6.260], [4.585, 1.200, -7.222], [5.063, 1.493, -4.396], [3.454, 3.433, -5.790], [2.984, -3.562, 3.617], [4.401, -4.607, 3.817], [2.750, -3.207, 1.895], [1.561, -4.371, 4.261], [3.250, -2.042, 4.486], [-3.437, 5.076, 1.807], [-3.822, 6.653, 1.097], [-2.932, 3.967, 0.542], [-2.124, 5.271, 2.983], [-4.858, 4.446, 2.650], [-6.643, 3.302, 6.185], [-7.506, 3.696, 4.691], [-6.583, 4.741, 7.210], [-7.485, 2.003, 7.037], [-5.008, 2.772, 5.795], [-5.504, -1.633, 3.594], [-6.508, -1.399, 2.160], [-5.330, -0.096, 4.458], [-6.281, -2.808, 4.670], [-3.917, -2.222, 3.120], [-1.242, 0.461, 5.640], [-1.716, 1.825, 4.616], [-0.922, -0.947, 4.633], [0.216, 0.886, 6.548], [-2.549, 0.099, 6.773], [10.103, 4.162, -4.378], [9.378, 4.667, -5.909], [10.096, 5.521, -3.249], [9.171, 2.827, -3.702], [11.768, 3.641, -4.661]]}

E_HOMO list, top to bottom, in eV: -9.79; -6.43
LUMO list, top to bottom, in Eh: 0.02341; 0.04850